(1)
An isolated ion of composition C3H9N4 and charge +1. Source: the Open Molecules 2025 dataset; level of theory: wB97M-V/def2-TZVPD.

Last column: Löwdin charge in e.
Element x y z (Å)
1 H -0.046 2.968 2.667  0.07
2 N 0.313 2.590 1.832  0.13
3 N -0.240 1.539 1.526  0.01
4 N 0.462 1.066 0.367  0.08
5 C 0.386 0.002 -0.425  -0.33
6 C 1.547 -0.204 -1.386  0.04
7 N -0.537 -0.890 -0.304  0.06
8 C -1.639 -0.808 0.703  -0.01
9 H 1.242 1.681 0.165  0.14
10 H 1.438 0.526 -2.241  0.13
11 H 2.514 0.110 -0.933  0.12
12 H 1.426 -1.145 -1.821  0.07
13 H -0.758 -1.497 -1.162  0.21
14 H -2.075 0.146 0.660  0.07
15 H -2.386 -1.574 0.461  0.11
16 H -1.203 -1.116 1.638  0.10

Cartesian forces (eV/Å) of the 6 atoms listed first:
-1.16 0.41 1.42
0.83 -0.99 -1.58
0.44 0.20 -0.17
0.83 0.70 -0.19
0.98 0.26 0.52
-0.79 3.27 -0.34

Output
HOMO-LUMO gap in Ha: 0.394
Relative energy (zero: lowest compared OMol25 entry of this formula, charge and spin) in kJ/mol: 261.4
Charge: +1
E_LUMO in eV: -4.15
Largest force on an atom in hartree/bohr: 0.0672


(2)
C13H48F2InNO17S2 as an isolated structure. Source: the Open Molecules 2025 dataset; level of theory: wB97M-V/def2-TZVPD.

Last column: Löwdin charge in e.
Element x y z (Å)
1 In 2.563 1.422 0.457  1.12
2 O 1.342 3.808 -1.320  -0.08
3 C 0.155 3.423 -1.805  -0.24
4 C -0.606 4.435 -2.863  -0.22
5 O 0.179 5.243 -3.607  0.01
6 H -0.515 3.178 -0.977  0.09
7 H 0.298 2.470 -2.333  0.13
8 H -1.205 5.121 -2.251  0.15
9 H -1.326 3.917 -3.500  0.11
10 N 0.180 -0.267 0.447  -0.31
11 S -0.577 -1.061 1.551  0.42
12 O -0.129 -2.413 1.765  -0.28
13 O -1.998 -0.868 1.739  -0.27
14 F 0.044 -0.195 2.765  -0.21
15 S -0.983 -0.579 -0.812  0.60
16 O -1.798 0.580 -1.146  -0.30
17 O -1.494 -1.922 -0.965  -0.25
18 F 0.142 -0.524 -1.953  -0.20
19 C 0.062 -2.451 -4.576  -0.15
20 O -0.017 -1.211 -5.261  -0.13
21 H -0.365 -3.279 -5.146  0.08
22 H 1.108 -2.719 -4.421  0.07
23 H -0.403 -2.350 -3.594  0.06
24 H -0.944 -0.936 -5.241  0.02
25 C 2.689 -2.203 -0.718  -0.13
26 O 3.468 -1.047 -1.031  -0.22
27 H 2.052 -2.376 -1.590  0.07
28 H 3.361 -3.046 -0.555  0.09
29 H 2.032 -2.075 0.138  0.05
30 H 4.151 -1.312 -1.651  0.09
31 C -2.235 0.755 -4.388  -0.12
32 O -2.737 -0.145 -5.408  -0.11
33 H -1.600 0.227 -3.682  0.05
34 H -1.699 1.598 -4.824  0.09
35 H -3.092 1.109 -3.811  0.07
36 H -3.065 0.406 -6.124  0.09
37 C -0.846 -0.576 6.249  -0.14
38 O 0.332 0.140 6.664  -0.13
39 H -0.709 -1.621 5.973  0.08
40 H -1.632 -0.537 7.002  0.07
41 H -1.211 -0.031 5.377  0.07
42 H 1.105 -0.386 6.451  0.05
43 C 1.915 -5.602 1.986  -0.17
44 O 3.192 -5.705 2.582  -0.12
45 H 1.342 -6.528 2.096  0.08
46 H 1.303 -4.750 2.283  0.06
47 H 2.025 -5.585 0.901  0.08
48 H 3.089 -5.631 3.534  0.07
49 C -0.705 3.080 1.818  -0.12
50 O 0.675 3.001 2.219  -0.21
51 H -0.902 3.971 1.218  0.08
52 H -0.954 2.224 1.192  0.05
53 H -1.380 3.079 2.674  0.09
54 H 0.820 3.783 2.760  0.09
55 C 2.371 0.441 -3.593  -0.16
56 O 2.864 1.357 -2.634  -0.20
57 H 1.352 0.616 -3.939  0.06
58 H 3.033 0.398 -4.462  0.09
59 H 2.399 -0.585 -3.229  0.06
60 H 3.161 2.151 -3.087  0.09
61 C -4.364 3.012 -1.104  -0.16
62 O -3.692 2.295 -0.098  -0.14
63 H -4.209 2.410 -2.004  0.06
64 H -5.424 3.045 -0.858  0.08
65 H -3.977 4.019 -1.287  0.07
66 H -2.920 1.822 -0.427  0.01
67 C -4.880 -0.822 -0.802  -0.16
68 O -5.877 -1.789 -1.104  -0.11
69 H -5.394 0.121 -0.996  0.07
70 H -4.659 -0.779 0.267  0.08
71 H -3.964 -0.869 -1.390  0.06
72 H -5.453 -2.641 -0.956  0.07
73 C 2.973 -2.000 3.440  -0.11
74 O 3.203 -1.178 2.291  -0.18
75 H 2.579 -1.404 4.263  0.07
76 H 2.402 -2.886 3.174  0.06
77 H 3.941 -2.411 3.741  0.09
78 H 4.119 -0.897 2.318  0.07
79 C 2.324 1.558 4.571  -0.14
80 O 3.086 1.764 3.374  -0.24
81 H 1.498 0.896 4.323  0.06
82 H 2.913 0.987 5.294  0.08
83 H 2.083 2.523 5.014  0.09
84 H 4.015 1.810 3.612  0.08

Cartesian forces (eV/Å) of the 6 atoms listed first:
-0.21 -0.18 0.07
-2.88 -0.30 -1.42
4.39 -1.61 4.42
0.18 4.83 -4.97
-1.52 -2.81 2.12
-0.85 0.72 -0.18

Output
HOMO-LUMO gap in Ha: 0.208
Relative energy (zero: lowest compared OMol25 entry of this formula, charge and spin) in kJ/mol: 19.2
E_LUMO in eV: -4.03
Largest force on an atom in hartree/bohr: 0.1349


(3)
C24H17ClN5NaO7 as an isolated structure. Source: the Open Molecules 2025 dataset; level of theory: wB97M-V/def2-TZVPD.

Last column: Löwdin charge in e.
Element x y z (Å)
1 Na -0.491 0.157 0.058  0.31
2 O -1.555 -2.548 3.499  -0.07
3 C -1.401 -1.947 2.410  -0.54
4 N -1.256 -0.625 2.276  0.04
5 C -1.398 0.100 3.485  -0.23
6 C -1.046 1.534 3.304  -0.26
7 C -0.541 2.310 4.376  -0.03
8 C -0.288 3.667 4.191  -0.10
9 C -0.473 4.188 2.910  -0.09
10 C -0.959 3.355 1.894  -0.12
11 N -1.275 2.056 2.095  0.13
12 C -1.382 -2.767 1.192  -0.19
13 C -1.466 -4.183 1.315  -0.01
14 C -1.486 -4.965 0.171  -0.10
15 C -1.425 -4.324 -1.089  -0.09
16 C -1.346 -2.919 -1.115  -0.14
17 N -1.282 -2.189 0.004  0.09
18 H -0.658 -0.329 4.193  0.12
19 H -2.390 -0.003 3.955  0.13
20 H -0.360 1.838 5.313  0.09
21 H -0.048 4.298 5.037  0.09
22 H -0.246 5.219 2.701  0.08
23 H -1.050 3.691 0.863  0.10
24 H -1.515 -4.645 2.299  0.10
25 H -1.483 -6.042 0.207  0.08
26 H -1.435 -4.890 -2.047  0.09
27 H -1.371 -2.353 -2.046  0.10
28 Cl -0.813 1.975 -7.184  0.59
29 C -1.049 2.115 -5.498  -0.74
30 C -0.331 3.099 -4.762  -0.14
31 C -0.429 3.124 -3.389  -0.02
32 C -1.153 2.127 -2.584  -0.38
33 O -1.050 2.124 -1.332  -0.05
34 C -1.968 1.214 -3.396  -0.14
35 C -2.786 0.215 -2.691  -0.20
36 O -2.516 -0.222 -1.548  -0.02
37 C -1.937 1.247 -4.810  -0.09
38 H 0.360 3.776 -5.254  0.09
39 H 0.057 3.910 -2.824  0.10
40 H -3.676 -0.187 -3.217  0.11
41 H -2.593 0.596 -5.401  0.10
42 O 5.817 0.073 0.208  -0.04
43 C 5.399 -1.091 -0.102  -0.65
44 O 6.119 -2.036 -0.469  -0.03
45 C 3.968 -1.378 0.008  -0.07
46 C 3.348 -2.583 -0.267  -0.02
47 N 1.981 -2.444 -0.110  0.02
48 N 1.679 -1.143 0.165  0.10
49 C 2.861 -0.469 0.306  -0.09
50 C 2.810 0.952 0.739  -0.47
51 O 3.948 1.530 1.037  0.08
52 O 1.709 1.506 0.938  0.05
53 H 4.820 0.979 0.727  0.07
54 H 3.817 -3.537 -0.535  0.12
55 H 1.236 -3.156 -0.208  0.14

Cartesian forces (eV/Å) of the 6 atoms listed first:
-0.33 0.50 0.39
-0.28 -0.72 0.45
0.27 2.60 1.55
-0.62 -1.74 -1.47
1.24 -0.84 0.64
-0.06 1.19 -0.09

Output
HOMO-LUMO gap in Ha: 0.231
Relative energy (zero: lowest compared OMol25 entry of this formula, charge and spin) in kJ/mol: 0.0
Charge: -2
E_LUMO in eV: 3.84
Largest force on an atom in hartree/bohr: 0.0633


How do the records compare in highest occupied orbital energy? In the order shown, they have -14.885, -9.693, -2.442 eV.